Record 1
{"formula": "C16H23N3O3S", "method": "ωB97M-V/def2-TZVPD", "orbital_gap_ev": 9.16, "smiles": "CCCC[C@@H](CC)CNC(=O)Cn1c(=O)[nH]c2ccsc2c1=O", "multiplicity": 1, "relative_energy_ev": 0.087, "species": ["S", "O", "O", "O", "N", "N", "N", "C", "C", "C", "C", "C", "C", "C", "C", "C", "C", "C", "C", "C", "C", "C", "C", "H", "H", "H", "H", "H", "H", "H", "H", "H", "H", "H", "H", "H", "H", "H", "H", "H", "H", "H", "H", "H", "H", "H"], "positions_angstrom": [[-5.0275, 4.4688, 0.6431], [-1.5157, 0.3103, -0.3821], [-3.7735, -1.0392, 1.4914], [-2.3076, 3.2582, 1.8188], [-3.0559, 1.1132, 1.6542], [0.0172, -0.6730, 0.9598], [-5.1805, 0.5977, 0.8322], [-6.6141, 2.5042, 0.1028], [-3.9807, 0.1395, 1.3227], [-5.4388, 1.9246, 0.6298], [3.0107, -1.2514, -1.3392], [-4.4849, 2.8621, 0.9734], [2.2423, 1.6528, 0.9830], [0.8217, -1.2499, -0.0926], [-3.1957, 2.4974, 1.5026], [2.2250, -0.6322, -0.1756], [4.2219, -3.2901, -2.2673], [2.1378, 0.8970, -0.3375], [3.2911, -2.7455, -1.1809], [-6.5211, 3.8613, 0.0573], [5.6673, -2.8313, -2.1117], [-1.7418, 0.6108, 1.9961], [-1.0774, 0.0697, 0.7206], [1.4282, 1.3927, 1.6541], [3.1852, 1.4283, 1.4787], [-1.8373, -0.1784, 2.7445], [1.1977, 1.1546, -0.8272], [6.2930, -3.2959, -2.8703], [0.3172, -0.8291, 1.9086], [3.9638, -0.7258, -1.4144], [2.9470, 1.2361, -0.9874], [-5.8534, -0.1055, 0.5617], [-7.4704, 1.9423, -0.2221], [5.7534, -1.7533, -2.2194], [0.8925, -2.3280, 0.0772], [2.3525, -3.3000, -1.2285], [2.7598, -0.8580, 0.7548], [-1.1654, 1.4536, 2.3868], [-7.2636, 4.5493, -0.2958], [3.7399, -2.9295, -0.2017], [3.8460, -2.9859, -3.2464], [0.2831, -1.0718, -1.0258], [4.1980, -4.3817, -2.2298], [2.4635, -1.0822, -2.2690], [6.0515, -3.1112, -1.1330], [2.1980, 2.7244, 0.8036]], "atomic_forces_ev_per_a": [[-0.1, -0.4, 0.0], [-0.1, 0.1, -0.3], [0.2, -0.3, 0.0], [0.0, 0.2, -0.1], [0.4, -0.1, 0.2], [0.2, -0.2, 0.1], [-0.3, -0.2, -0.2], [-0.1, 0.1, 0.0], [-0.4, 0.0, 0.0], [0.7, 0.7, 0.3], [0.0, -0.3, 0.5], [-0.6, 0.1, -0.3], [0.0, 0.1, -0.2], [0.3, -0.1, -0.1], [-0.2, 0.0, 0.0], [-0.2, 0.1, -0.4], [0.0, 0.0, 0.2], [0.1, -0.1, 0.3], [0.0, 0.1, -0.4], [0.4, 0.0, 0.2], [-0.2, -0.1, -0.1], [0.0, 0.0, -0.1], [-0.1, 0.0, 0.6], [0.0, 0.0, 0.1], [0.1, 0.0, 0.1], [0.1, 0.1, -0.1], [0.0, 0.0, -0.1], [0.1, 0.0, 0.0], [-0.2, 0.1, 0.0], [0.0, 0.1, -0.1], [0.0, 0.0, -0.1], [0.2, 0.0, 0.1], [-0.2, -0.1, -0.1], [0.1, 0.1, 0.0], [-0.1, 0.1, -0.1], [0.0, 0.0, 0.1], [0.0, 0.0, 0.0], [-0.1, -0.2, 0.0], [-0.2, 0.1, -0.1], [0.0, -0.1, 0.1], [-0.1, -0.1, -0.1], [0.1, -0.1, 0.0], [0.0, 0.0, -0.1], [0.0, 0.1, -0.1], [0.1, 0.0, 0.1], [0.0, 0.1, 0.1]]}



Record 2
{"formula": "C13H27NO4P", "method": "ωB97M-V/def2-TZVPD", "orbital_gap_ev": 4.43, "total_charge": -1, "multiplicity": 1, "relative_energy_ev": 0.000, "species": ["P", "O", "O", "O", "O", "N", "C", "C", "C", "C", "C", "C", "C", "C", "C", "C", "C", "C", "C", "H", "H", "H", "H", "H", "H", "H", "H", "H", "H", "H", "H", "H", "H", "H", "H", "H", "H", "H", "H", "H", "H", "H", "H", "H", "H", "H"], "positions_angstrom": [[-1.0361, -0.0453, -0.6579], [-1.6965, 0.3721, 0.7520], [-1.5330, -1.6823, -1.0052], [0.6875, 0.2130, -0.6948], [5.1258, -0.2597, 2.1432], [-4.9815, 2.6009, -3.3698], [-3.3757, 1.5271, -1.6842], [7.0056, 0.8015, 3.1160], [5.7856, 1.0097, 2.2453], [-1.7826, 1.2267, -1.9305], [6.0020, -1.2716, 2.6586], [-4.2459, 1.2930, -3.0901], [-6.4131, 2.5348, -2.8529], [-6.7811, 2.1164, -1.4449], [-3.5312, -3.3874, -0.9725], [1.4583, -0.5269, 1.7051], [-2.9963, -1.8192, -1.0699], [1.4233, -0.8102, 0.0655], [7.3637, -0.6320, 2.8199], [7.8098, 1.5094, 2.8999], [2.4645, 0.0553, 1.9690], [2.5628, -0.7182, -0.2798], [6.0675, 1.3221, 1.2342], [-3.4778, 1.1067, -3.9732], [-1.2050, 2.2441, -1.6980], [5.6014, -1.6002, 3.6237], [6.0180, -2.1272, 1.9778], [1.4189, -1.5967, 2.2271], [-3.9413, -3.6786, 0.0900], [-1.5321, 0.7961, -3.0013], [-3.5821, -1.1893, -0.2583], [1.1160, -1.9228, -0.1891], [-7.3367, 2.7669, -3.5579], [-3.4887, 2.6794, -1.4109], [0.5657, 0.1456, 2.0721], [-4.4617, -3.4482, -1.7130], [-7.8156, 1.6240, -1.1763], [-2.7519, -4.1769, -1.3489], [-3.8727, 0.8991, -0.8308], [6.7324, 0.9048, 4.1728], [7.9176, -0.6887, 1.8753], [7.9668, -1.1043, 3.5994], [5.0961, 1.7507, 2.6600], [-5.9921, 2.2306, -0.5881], [-4.9808, 0.3627, -2.9879], [-3.3779, -1.4069, -2.1210]], "atomic_forces_ev_per_a": [[-3.1, 2.5, 4.0], [2.9, -1.9, -4.5], [0.4, 2.2, 0.3], [-2.7, -2.7, 0.4], [0.4, 0.0, 0.1], [-4.1, -2.0, 0.7], [-0.3, -0.1, -0.4], [0.1, 0.4, 0.5], [-0.3, 0.1, -0.3], [0.9, -0.2, 0.2], [-0.4, -0.2, 0.1], [-0.2, 1.5, 0.8], [1.7, -1.6, 2.6], [0.8, 0.6, -2.6], [-0.4, 0.3, -0.6], [0.1, 0.0, -0.3], [-2.4, -0.1, -0.8], [2.2, -0.4, 1.0], [0.5, -0.3, -0.3], [-0.1, -0.1, 0.0], [-2.2, -1.5, -0.5], [-2.6, -0.1, 0.5], [0.0, 0.1, 0.0], [-1.4, 0.3, 1.6], [-0.9, -2.5, -0.7], [0.1, -0.1, 0.0], [-0.1, 0.1, 0.0], [0.2, 2.5, -0.9], [1.1, 0.6, -2.0], [-0.6, 1.2, 2.0], [1.7, -1.3, -1.5], [0.2, 2.4, 0.5], [2.0, -0.3, 1.1], [0.2, -2.6, -0.7], [1.6, -1.6, -1.0], [2.0, 0.1, 1.6], [2.0, 1.4, -0.6], [-1.4, 1.6, 0.8], [1.2, 1.2, -1.5], [0.0, 0.0, -0.1], [0.0, 0.0, 0.1], [-0.1, 0.0, -0.1], [0.0, -0.1, -0.1], [-1.5, -0.7, -1.9], [1.5, 1.7, -0.1], [1.0, -0.8, 2.2]]}



Record 3
{"formula": "C32H80CuF8N2O38S14", "method": "ωB97M-V/def2-TZVPD", "orbital_gap_ev": [9.07, 5.12], "s_squared": 0.75, "multiplicity": 2, "relative_energy_ev": 0.000, "species": ["Cu", "S", "S", "S", "S", "S", "S", "S", "S", "S", "S", "S", "S", "S", "S", "F", "F", "F", "F", "F", "F", "F", "F", "O", "O", "O", "O", "O", "O", "O", "O", "O", "O", "O", "O", "O", "O", "O", "O", "O", "O", "O", "O", "O", "O", "O", "O", "O", "O", "O", "O", "O", "O", "O", "O", "O", "O", "O", "O", "O", "O", "N", "N", "C", "C", "C", "C", "C", "C", "C", "C", "C", "C", "C", "C", "C", "C", "C", "C", "C", "C", "C", "C", "C", "C", "C", "C", "C", "C", "C", "C", "C", "C", "C", "C", "H", "H", "H", "H", "H", "H", "H", "H", "H", "H", "H", "H", "H", "H", "H", "H", "H", "H", "H", "H", "H", "H", "H", "H", "H", "H", "H", "H", "H", "H", "H", "H", "H", "H", "H", "H", "H", "H", "H", "H", "H", "H", "H", "H", "H", "H", "H", "H", "H", "H", "H", "H", "H", "H", "H", "H", "H", "H", "H", "H", "H", "H", "H", "H", "H", "H", "H", "H", "H", "H", "H", "H", "H", "H", "H", "H", "H", "H", "H", "H"], "positions_angstrom": [[-1.5282, 2.7671, -0.0980], [-8.7309, 1.7771, -1.6723], [0.5282, 3.7323, -2.9397], [-1.4625, -0.5678, -0.6087], [-4.3941, 3.7658, 1.4304], [-3.0581, 2.5189, 2.9352], [0.8937, 4.4616, 2.1222], [1.9772, -5.5493, 1.9722], [6.4077, -1.6079, 0.9089], [3.5839, -4.7871, -3.0459], [6.9086, -4.8062, 3.7852], [0.8286, 0.2366, 0.4392], [-1.2158, -0.7102, -6.5925], [-2.0495, -2.9476, 5.7591], [-3.7046, 2.6825, -3.4420], [1.8575, -0.6157, 2.7198], [0.5295, 0.9580, 2.9990], [0.2924, -0.3397, -2.6434], [-4.3052, 4.4539, -0.0281], [-1.7758, 0.3167, -3.2151], [-0.3416, -1.0446, 2.4773], [-1.3947, -1.7019, -3.0151], [-2.0877, 1.2852, 2.7063], [-0.1198, 4.7971, -3.7042], [-2.8778, -0.2768, -0.4985], [-3.2600, 2.3702, -2.0737], [-2.9756, -3.9498, 6.4149], [-0.9435, -3.1996, 4.8626], [-0.7984, -1.1205, -7.9016], [6.6717, -1.0535, -0.3608], [-5.2744, 2.3169, -3.5272], [-1.5537, -1.8295, 6.9174], [-7.5478, 0.7566, -2.3055], [2.6230, -3.5711, -3.6151], [-0.1988, 2.9709, -1.9362], [-4.3463, 4.9180, 2.2528], [-8.9575, 1.2672, -0.3229], [1.8324, 4.4932, -2.1620], [0.7650, -6.4852, 1.3420], [-9.7910, 1.9966, -2.7065], [-1.1412, -1.9253, -0.1856], [0.1589, 3.7593, 1.0296], [2.0415, -5.9042, 3.4158], [0.3526, 5.7473, 2.4661], [-2.4404, 3.4095, 3.8249], [-2.8901, 2.1451, -4.6035], [1.2126, -1.0665, -0.1216], [-5.5855, 2.9695, 1.3687], [5.2174, -0.6979, 1.6496], [4.5212, -4.4375, -1.9738], [7.4842, -1.8536, 1.8437], [1.8561, 1.3147, 0.2721], [3.0697, -5.6253, 0.9375], [0.7495, 3.5942, 3.5675], [-0.4070, -1.2105, -5.4825], [4.0269, -5.6438, -4.1832], [6.8767, -5.8897, 4.6963], [5.3722, -3.9924, 3.7952], [-4.2333, 1.9011, 3.3883], [7.4355, -4.8155, 2.4348], [-1.5548, 0.9922, -6.6423], [-0.5973, 0.8303, 0.0309], [-3.0859, 3.0422, 1.2721], [4.5301, -4.0084, 4.8599], [2.3715, -2.6010, -2.6389], [0.6493, -0.1374, 2.3530], [-3.2586, -1.7570, 4.8736], [1.5332, 3.3823, 5.8813], [-2.3209, 3.0385, -7.4107], [-7.8098, 3.3682, -1.6067], [1.1851, -3.8827, 1.9100], [5.4894, -3.2556, 0.5264], [0.9073, 4.2934, 4.7957], [3.6311, -2.7471, 4.8316], [2.5340, 5.5367, -2.8552], [-0.2878, -1.1300, 6.8306], [-6.3804, 0.5802, -1.5046], [2.7212, 4.4486, 1.8747], [-1.8456, 1.6609, -7.8518], [-0.1796, -0.1412, 5.6618], [7.8409, -3.4048, 4.6916], [5.8737, 1.5140, 2.2000], [5.4923, 0.1885, 2.7239], [-5.4707, -0.3496, -2.3502], [-5.7898, 2.3380, -4.8079], [2.6972, -1.3082, -3.4130], [3.4640, 6.2448, -1.8295], [-1.0455, -0.5435, -2.4380], [2.2209, -5.7280, -2.3088], [1.4180, 2.6216, -4.1483], [-7.2207, 2.9337, -5.0721], [-3.8139, 4.6099, -3.5581], [-0.4036, -8.3857, 2.2107], [-2.9705, -1.2394, -6.2532], [-0.2735, -6.8647, 2.2292], [6.2086, -0.3139, 3.3740], [-2.8266, 4.8344, -3.1547], [2.7318, -2.9979, 5.3941], [8.7940, -3.8566, 4.9665], [-8.5593, 4.1569, -1.5397], [1.4948, -5.9142, -3.1001], [-0.0432, 4.7803, 5.0140], [-6.5311, 0.0530, -0.5625], [-4.7524, -0.7538, -1.6370], [4.1032, -1.8156, 5.1439], [-7.3321, 3.5936, -0.6533], [6.1493, 2.2950, 2.9086], [7.3882, -3.0646, 5.6230], [-8.0832, 2.6201, -4.4839], [6.8004, 1.3784, 1.6424], [3.0191, 4.9808, 0.9713], [-0.9870, 1.8497, -8.4962], [-2.7384, -1.1409, 4.1403], [4.0226, -4.9709, 4.7960], [3.6798, -1.3699, -3.8806], [-1.1578, 0.0931, 5.2419], [-4.8725, 0.1056, -3.1396], [-2.6288, 3.6591, -8.2523], [-7.6281, 2.7405, -6.0645], [0.6937, 2.8003, 6.2615], [-1.1914, -8.7683, 2.8595], [5.3200, -3.7635, 1.4758], [-4.7108, 4.8616, -2.9921], [3.0353, 5.1371, -3.7367], [0.5095, -8.8859, 2.5332], [-5.1507, 2.7514, -5.5880], [-7.3790, 3.9976, -4.8952], [5.9572, -3.9236, -0.1968], [3.2823, -2.5706, 3.8141], [0.4960, -3.7854, 2.7489], [-3.8506, 4.8426, -4.6223], [4.5979, 0.2816, 3.3398], [1.5627, 5.1300, 4.5535], [1.9776, -3.1511, 1.7518], [-0.7156, -8.7460, 1.2304], [0.4370, -0.6751, 4.9388], [-1.5801, 3.7122, -6.9803], [3.0889, 3.4241, 1.8179], [-3.3184, -1.1919, -5.2213], [-2.9906, -2.2841, -6.5636], [-5.8374, 1.3031, -5.1469], [0.3607, 0.7735, 5.9059], [3.1296, 4.9756, 2.7370], [-7.1333, 3.3652, -2.4613], [0.5690, -3.8100, 1.0138], [2.8807, 6.7720, -1.0746], [1.7925, -5.2408, -1.4329], [2.9784, -2.7390, -1.7440], [-4.0314, -2.3657, 4.4040], [3.9830, 7.0990, -2.2643], [1.9728, 3.9488, 6.7022], [1.9470, 3.4119, -4.6808], [-2.6452, 1.1918, -8.4251], [2.6951, -0.4552, -2.7345], [0.5573, -1.7343, 7.1603], [4.1166, 5.6047, -1.2358], [1.9376, 1.8320, -3.6054], [1.9539, 6.3942, -3.1962], [-5.9077, 1.5247, -1.2352], [-3.2132, 3.0936, -6.7871], [5.0757, 1.8719, 1.5495], [-3.6645, -1.0515, 5.5986], [0.5595, 2.2508, -4.7082], [2.7330, -6.6326, -1.9809], [-6.0404, -1.1437, -2.8328], [1.3318, -2.5639, -2.3136], [5.0379, -4.1961, 5.8060], [8.0067, -2.5159, 4.0829], [-0.3086, -0.5209, 7.7343], [-3.4452, -0.4821, -6.8770], [-1.2771, -6.5104, 1.9938], [2.0719, -1.1035, -4.2820], [-0.1000, -6.6304, 3.2795], [2.0987, 2.5707, 5.4236], [4.5584, -3.0206, 0.0104]], "atomic_forces_ev_per_a": [[0.2, -0.5, 0.1], [0.2, 0.0, -0.5], [2.0, 2.1, -0.9], [-2.6, -1.2, 0.7], [-6.5, 4.3, -4.1], [2.3, -2.4, 0.6], [-2.0, -0.8, 1.4], [-0.1, -0.1, -0.5], [-1.3, -2.9, 0.9], [-0.8, -3.3, -0.7], [0.3, 5.3, 0.7], [5.5, 0.9, 0.7], [-1.0, -0.5, 1.2], [-3.7, 1.6, 0.8], [2.5, 1.1, -1.3], [-0.7, -0.8, -0.1], [-1.4, 1.4, 1.1], [-2.0, 0.2, 0.5], [-0.1, -0.2, -0.3], [1.3, 0.3, 1.9], [0.9, 1.0, 0.7], [0.6, -0.4, 1.5], [0.1, 0.7, -0.3], [0.3, -1.8, 1.2], [1.4, 0.9, -0.3], [-0.8, 0.4, -1.5], [3.7, 2.7, -1.8], [-0.5, -0.7, 1.0], [-0.5, 0.6, 0.0], [0.4, 1.2, -0.9], [1.7, 0.8, 1.4], [-0.1, -1.8, -0.9], [-2.2, 1.7, 0.2], [1.9, -2.5, 0.0], [0.0, 0.5, 0.2], [0.1, -0.2, 1.1], [-0.4, 0.9, -2.0], [-2.1, -1.3, -0.4], [1.2, 1.2, 0.3], [2.8, -1.2, 2.6], [0.2, 2.2, -0.5], [1.5, 0.4, 1.9], [1.0, 0.6, -3.1], [1.1, -0.2, -0.7], [1.3, 0.8, -0.2], [-3.0, 1.5, 3.6], [-0.8, 2.2, 0.8], [1.0, 0.5, 0.0], [0.3, -1.3, -1.2], [-1.3, 0.3, -2.2], [-0.8, 0.7, -0.3], [-2.6, -2.0, 0.8], [-2.9, 0.0, 3.4], [0.2, -0.8, -3.4], [-0.8, 2.1, -1.3], [-0.7, 2.9, 2.3], [-0.4, -1.1, -0.2], [4.1, -0.7, -3.3], [-1.2, -0.3, -0.4], [-1.5, -0.7, 1.7], [1.6, -2.9, 1.2], [-1.9, -2.8, -1.4], [4.3, -3.5, 2.5], [-1.3, -1.0, 1.9], [-0.2, 2.7, -0.5], [1.6, -1.1, -3.1], [0.9, -0.7, 0.5], [-2.1, -0.4, -0.9], [-0.7, 1.4, -0.5], [-0.7, -0.3, 0.8], [0.2, -1.0, -0.9], [-0.2, 1.4, 0.9], [1.1, 1.4, 0.0], [0.0, -1.2, -0.4], [1.0, 1.4, 0.6], [-0.6, 1.4, 1.6], [1.3, -1.1, -0.6], [-0.7, -0.1, 0.0], [-0.4, 1.4, -0.1], [0.9, -1.6, -0.3], [0.0, -0.9, -0.4], [1.1, 0.8, -0.7], [0.0, -0.9, 1.3], [0.3, 0.3, 0.7], [-2.6, -0.9, -3.7], [0.6, 0.5, 0.5], [-0.5, -0.2, 0.3], [0.1, -0.1, -3.0], [1.0, 0.0, 0.0], [-1.9, 1.2, 1.5], [-0.6, 0.5, 1.1], [0.5, -2.9, -0.3], [-0.1, -0.5, -0.3], [1.5, 0.6, -0.6], [-1.1, -2.0, 1.4], [0.4, 0.3, 0.0], [-0.3, 0.6, 0.2], [0.0, 0.4, 0.3], [0.0, 0.0, -0.2], [-0.3, -0.1, -1.1], [0.1, 0.0, 0.1], [-0.1, -0.4, 0.5], [-0.8, 0.1, -0.1], [0.0, -0.3, -0.2], [0.1, -0.2, 0.3], [0.6, -1.1, 0.0], [-0.4, -0.2, 0.5], [-0.6, -0.5, -0.1], [0.5, -1.1, 0.6], [-0.1, 0.1, -0.5], [-0.5, 0.0, -0.1], [0.2, -0.7, 0.1], [0.3, -0.4, -0.1], [-1.2, 0.4, -0.1], [0.3, -0.2, 0.5], [0.1, 0.0, 0.1], [-0.2, 0.3, 0.1], [0.0, -0.4, -0.7], [0.9, -0.2, -0.3], [-0.1, 0.2, 0.6], [-0.1, 0.5, 0.3], [0.0, 0.2, -0.2], [0.4, 0.2, 0.1], [0.3, -0.1, 0.2], [0.1, 0.1, -0.2], [0.5, 0.6, 0.5], [1.0, 0.4, -0.3], [1.0, 0.6, 0.3], [0.1, -0.2, -0.2], [0.6, 0.2, 0.3], [-0.2, 0.1, 0.2], [-0.4, -0.3, -0.3], [0.3, 0.2, 0.4], [0.0, 0.0, 0.7], [0.4, 0.0, -0.2], [-0.3, 0.3, -0.5], [0.4, -0.6, 0.5], [-0.4, -0.1, 0.1], [0.6, 0.4, 0.0], [-0.3, 0.2, -0.4], [-0.2, -0.3, 0.2], [-0.2, -0.1, 0.3], [-0.2, -0.1, 0.1], [-0.3, 0.4, 0.2], [0.1, -0.4, -0.2], [-0.6, -0.3, 0.0], [0.1, 0.2, -0.2], [0.2, 0.2, -0.2], [0.1, 0.0, 0.1], [0.4, -0.5, -0.5], [0.3, -0.2, -0.3], [0.4, -0.7, -0.2], [0.1, -0.4, 0.0], [0.0, 0.1, 0.0], [0.1, -0.6, -1.3], [0.3, -0.2, -0.6], [0.2, 0.3, -0.2], [-1.0, -0.6, -0.1], [0.0, 0.1, -0.3], [0.3, -0.6, 0.2], [0.2, 0.1, -0.2], [-0.1, -0.5, 0.3], [0.2, -0.2, -0.3], [-0.3, -0.2, 0.0], [-0.2, -0.1, 0.4], [-0.1, -0.5, -0.2], [0.5, 0.9, 0.4], [-0.2, -0.5, -0.5], [-0.7, 0.2, 0.2], [-0.7, -0.7, -0.1], [0.4, 0.8, -0.7], [-0.6, -0.3, 0.4], [0.4, 0.6, -0.3], [0.9, 0.6, 0.0], [-0.1, 0.5, 0.4]]}



Record 4
{"formula": "C3H4LiO3", "method": "ωB97M-V/def2-TZVPD", "orbital_gap_ev": 9.82, "total_charge": 1, "multiplicity": 1, "relative_energy_ev": 1.857, "species": ["O", "O", "O", "C", "C", "C", "Li", "H", "H", "H", "H"], "positions_angstrom": [[1.2940, 1.6445, -0.1922], [1.1225, -1.0640, 0.0691], [-1.0055, 2.0148, -0.2813], [-1.2275, -0.4867, -0.2102], [-0.0637, -0.5271, 0.5079], [0.1365, 1.7740, -0.0670], [2.4326, 0.1994, 0.2375], [1.0113, -1.7321, -0.6165], [-1.4280, -1.3687, -0.8283], [-2.2245, -0.0521, -0.2127], [-0.0478, -0.4019, 1.5938]], "atomic_forces_ev_per_a": [[0.6, 0.2, 0.9], [0.2, -1.1, 0.0], [3.5, 0.3, 1.7], [0.8, -3.1, 0.3], [-3.4, -0.2, 0.3], [-3.9, 1.5, -2.8], [0.4, 0.2, 0.0], [-0.1, -0.2, -0.3], [1.2, 0.4, -1.3], [0.6, 0.7, 1.6], [0.2, 1.2, -0.3]]}



- Number 1 is which compound?
  C16H23N3O3S



- What is the formula in the second record?
  C13H27NO4P